{
  "formula": "C21H14BCl3F4IrN5O5S",
  "method": "wB97M-V/def2-TZVPD",
  "multiplicity": 6,
  "gap_ev": [7.92, 4.80],
  "energy_ha": -3766.28898,
  "e_homo_ev": [-5.774, -5.821],
  "s_squared": 8.79,
  "relative_energy_ev": 0.4701,
  "charge": -1,
  "species": ["H", "O", "C", "H", "S", "N", "Cl", "C", "O", "N", "F", "C", "C", "N", "N", "H", "O", "C", "H", "C", "C", "Ir", "H", "C", "H", "C", "H", "O", "Cl", "F", "H", "C", "B", "N", "C", "C", "H", "H", "O", "C", "H", "C", "Cl", "C", "H", "C", "F", "C", "C", "C", "C", "F", "H", "H", "C"],
  "positions_angstrom": [[-2.355489, 1.754065, 3.484794], [-1.527976, -0.634147, 2.107037], [2.333245, 2.801612, -0.147118], [0.007874, -0.054183, -5.291032], [-0.557139, -0.224503, -2.647538], [0.131124, 0.240383, 3.386665], [-2.224056, -5.482434, 0.220157], [-5.851728, 0.574225, -0.858569], [-0.823854, -2.821386, -0.302578], [0.994302, 0.942171, 0.470039], [-1.586906, 1.726937, 0.335836], [3.370016, -0.685276, -3.531644], [0.960283, -0.232598, -4.808531], [-5.550977, 0.445345, 2.626509], [-6.608636, 0.877323, -1.674826], [2.542736, 3.584576, -0.860946], [0.281816, -3.327679, 1.600142], [-4.929243, 0.206787, 0.146910], [0.670150, 2.009032, -1.256334], [2.118741, -0.290535, -5.547574], [-3.704829, -0.303570, -0.201193], [-0.601931, -0.614995, -0.071330], [-3.106721, 0.216269, 3.904943], [3.066981, 2.663084, 1.016940], [-1.806793, 0.888558, 4.938793], [0.979737, -0.405462, -3.407064], [3.888819, 3.332778, 1.234349], [1.388104, -1.398611, -0.656422], [0.103451, -5.358774, -1.499449], [-2.637795, 3.418895, 1.495586], [4.253580, -0.549077, -5.479160], [-2.170525, 0.768906, 3.919422], [-1.421095, 3.031780, 0.955884], [-2.673216, -0.752240, -0.513511], [2.735089, 1.654818, 1.904135], [-1.164477, 0.071064, 3.052672], [0.897692, -1.153019, 2.043181], [2.076722, -0.155986, -6.620641], [3.477944, -0.624553, -0.781073], [1.297844, 1.918559, -0.380027], [2.051318, -0.545477, 3.229888], [-5.263959, 0.344259, 1.513850], [0.376768, -6.183808, 1.245720], [2.212548, -0.648426, -2.768105], [0.341187, 1.028642, 3.976250], [3.335187, -0.513354, -4.907583], [-0.965156, 3.910918, -0.025676], [-0.491083, -5.111063, 0.152321], [2.388124, -0.892396, -1.268935], [-0.298363, -3.579967, 0.562976], [1.687003, 0.801438, 1.600656], [-0.455577, 2.914518, 1.983867], [3.275954, 1.522141, 2.831693], [4.301008, -0.847119, -3.006834], [1.232180, -0.258443, 2.572456]],
  "forces_ev_per_angstrom": [[0.0, 0.0, 0.0], [0.1, -0.1, -0.5], [0.0, 0.0, 0.1], [0.0, 0.0, 0.0], [0.1, 0.0, 0.1], [0.1, -0.1, -0.2], [-0.1, 0.0, 0.0], [-0.1, 0.1, -0.2], [0.0, 0.5, 0.0], [-0.4, -0.3, 0.0], [-0.1, 0.1, 0.0], [0.0, 0.0, 0.0], [-0.1, 0.0, 0.0], [0.0, 0.0, 0.0], [0.0, 0.0, 0.0], [0.0, 0.0, 0.0], [0.0, 0.2, -0.1], [0.1, -0.1, 0.0], [0.0, 0.0, 0.0], [0.0, 0.0, -0.1], [0.0, 0.2, -0.1], [0.7, -0.4, -0.2], [0.0, 0.0, 0.0], [0.0, 0.0, 0.0], [0.0, 0.0, 0.0], [-0.2, 0.1, 0.0], [0.0, 0.0, 0.0], [-0.6, -0.2, 0.3], [0.0, 0.0, -0.1], [0.1, -0.1, -0.1], [0.0, 0.0, 0.0], [0.0, 0.0, -0.1], [0.0, 0.1, 0.0], [0.0, 0.1, 0.2], [-0.1, 0.0, 0.0], [0.0, 0.2, 0.3], [0.1, -0.1, 0.1], [0.0, 0.0, 0.0], [-0.2, -0.1, 0.0], [0.0, 0.1, 0.0], [0.0, 0.0, 0.0], [0.0, 0.0, 0.2], [0.0, -0.1, 0.1], [0.1, -0.1, 0.3], [-0.1, 0.0, 0.1], [-0.1, 0.0, 0.0], [0.0, 0.0, 0.0], [0.0, 0.4, 0.1], [0.3, 0.3, -0.2], [0.1, -0.6, 0.1], [0.1, 0.0, 0.1], [-0.1, -0.1, 0.0], [0.0, 0.0, 0.0], [0.0, 0.0, 0.0], [-0.1, 0.2, -0.2]],
  "mulliken_charge": [0.21, -0.75, -1.13, 0.46, -0.28, 0.08, -0.16, 0.05, -0.80, 0.65, -0.42, -0.69, -0.77, -0.55, -0.53, 0.47, -0.65, 0.20, 0.44, -0.61, 0.58, 3.01, 0.32, -0.59, 0.42, 1.02, 0.43, -0.64, -0.16, -0.38, 0.40, -1.29, 0.36, -0.48, -1.03, 0.77, -0.06, 0.38, -0.70, -0.46, 0.60, 0.15, -0.16, 0.36, 0.29, -0.49, -0.38, 0.55, 0.30, 0.26, 1.33, -0.43, 0.47, 0.48, -1.49]
}

{
  "formula": "C17H20F6N2OV",
  "method": "wB97M-V/def2-TZVPD",
  "multiplicity": 4,
  "gap_ev": [5.39, 5.21],
  "energy_ha": -2387.47323,
  "e_homo_ev": [-4.935, -8.560],
  "s_squared": 3.78,
  "relative_energy_ev": 7.4867,
  "charge": 0,
  "species": ["C", "V", "C", "H", "H", "H", "H", "H", "H", "F", "C", "C", "N", "C", "C", "C", "F", "C", "F", "F", "H", "H", "C", "C", "H", "C", "N", "H", "C", "H", "C", "F", "C", "H", "H", "H", "H", "C", "H", "H", "H", "C", "H", "C", "F", "O", "H"],
  "positions_angstrom": [[1.927187, 2.973817, -1.577530], [-1.375247, 0.464640, -1.119068], [1.178350, 0.899977, 3.067421], [-1.912723, -1.156871, -1.000973], [1.450144, 0.814848, 4.129438], [1.137131, 1.951473, 2.738968], [2.672984, -4.264345, -1.655522], [-3.607968, -0.398956, -0.886202], [-1.571504, 1.059913, -3.663360], [0.775376, -1.919229, 2.524426], [1.232135, -1.196487, -1.359881], [0.710000, -3.856399, -0.825625], [0.019756, -1.549448, -0.881398], [-2.289915, 1.813522, -0.422375], [-0.220385, -2.829393, -0.562814], [-0.202817, 0.268189, 2.737308], [0.308130, -1.354054, 4.599169], [1.502573, 0.251800, -1.569466], [-1.251382, 2.401521, 3.138572], [-2.525337, 0.654850, 3.535554], [1.918689, 0.397767, 2.422175], [-2.081246, 2.104463, 0.622704], [2.927992, 2.155172, -2.060567], [-2.639698, -0.610274, -0.416040], [-3.372946, 1.802076, -0.423828], [-1.254252, 1.115459, 3.615677], [0.546064, 1.112265, -1.196366], [2.067545, 4.022560, -1.538741], [0.709785, 2.449389, -1.136553], [3.876048, 2.538425, -2.396551], [-0.126960, -1.245091, 3.303192], [-1.318315, -1.892067, 3.207838], [2.209034, -2.192446, -1.651640], [-1.194636, -3.081908, -0.080111], [-1.254321, -0.690291, -3.476040], [-2.594583, -0.629045, 0.688088], [-1.866811, 2.393684, -1.276154], [2.712559, 0.786659, -2.045319], [-2.931279, -0.060680, -3.309848], [3.451638, 0.117110, -2.375182], [-0.100050, 3.042473, -0.686262], [-1.866096, 0.155421, -3.029179], [3.128639, -1.852272, -2.093847], [1.930729, -3.504734, -1.398034], [-0.905204, 1.179287, 4.943726], [-0.389771, 0.233462, 1.456159], [0.460973, -4.876213, -0.615919]],
  "forces_ev_per_angstrom": [[-2.5, 0.7, 1.1], [4.6, -0.2, -2.7], [0.9, 0.5, -1.1], [-1.1, -2.7, 0.2], [-0.4, -0.1, -0.5], [0.0, -0.4, 0.3], [-0.3, 0.2, 0.1], [0.4, -0.5, 0.3], [-0.4, -0.9, 0.7], [-1.0, 0.6, 0.8], [1.1, 0.9, -0.6], [-1.2, 1.2, 0.4], [0.1, 0.2, 0.3], [-3.0, 3.3, 2.1], [0.6, -1.0, -0.2], [-0.2, -1.0, 3.9], [-0.6, 0.4, -1.4], [1.2, -1.9, 0.0], [-0.1, -1.2, 0.5], [1.1, 0.3, 0.1], [-0.2, 0.1, 0.4], [0.7, 0.3, -0.7], [0.5, -2.1, -0.3], [-2.4, -1.1, 2.6], [-0.3, 0.4, -0.6], [-0.1, 0.7, -0.2], [-2.7, 0.1, 0.9], [0.1, 0.9, 0.1], [2.4, 0.5, -0.6], [0.1, 0.2, -0.1], [0.6, -0.8, -0.2], [1.0, 0.7, 0.1], [-0.6, 0.8, 0.1], [0.7, 0.4, -0.6], [-0.5, 0.7, 0.6], [-0.3, -0.8, -0.6], [-0.3, 0.7, 0.5], [-0.5, 0.8, 0.3], [0.8, 0.2, 0.5], [1.0, -0.6, -0.4], [0.6, -0.2, -0.5], [0.2, 0.5, -2.7], [0.3, -0.3, 0.0], [0.7, -0.2, -0.4], [-0.4, -0.3, -1.6], [-0.4, 0.4, -1.0], [-0.1, -0.3, 0.2]],
  "mulliken_charge": [-0.91, 1.00, -1.76, 0.46, 0.40, 0.45, 0.41, 0.40, 0.26, -0.25, 0.96, -1.04, 0.59, -1.32, -0.23, 0.30, -0.26, 0.16, -0.26, -0.23, 0.44, 0.08, -0.66, -1.34, 0.40, 0.75, 0.59, 0.43, -0.41, 0.44, 0.77, -0.24, -1.16, 0.38, 0.29, 0.27, 0.50, -0.98, 0.34, 0.48, 0.38, -1.15, 0.38, -0.39, -0.25, 0.11, 0.44]
}